1.
Here is a 14-piece molecular cluster, C26H60F18N14O40S18 overall from the Open Molecules 2025 dataset. Energies are from wB97M-V/def2-TZVPD.

Summary:
LUMO, Eh: -0.0246
Net charge: -4
HOMO level, eV: -3.7

Positions of all 176 atoms, in Å:
C 5.8444 -4.8211 -8.5821
C 6.1263 -6.0714 -9.2949
O 6.0688 -6.1314 -10.5539
N 6.4207 -7.2635 -8.4338
H 6.9728 -6.9282 -7.6573
H 5.5728 -7.6576 -8.0519
C 7.3614 -8.2494 -9.0335
H 5.3890 -4.1239 -9.2855
H 6.7432 -4.2852 -8.2769
H 5.3113 -4.9828 -7.6453
H 7.5436 -8.7548 -8.0851
H 8.2311 -7.6633 -9.3306
H 7.0720 -8.6817 -9.9914
C -2.7590 9.5905 -7.6097
C -3.9949 10.3879 -7.2725
O -4.1938 11.1177 -6.2492
N -5.1776 10.0823 -8.1726
H -5.2007 10.5921 -9.0441
H -5.0828 9.1073 -8.4187
C -6.5435 10.1542 -7.4284
H -2.8383 8.8862 -8.4378
H -2.6163 8.9878 -6.7128
H -1.9069 10.2077 -7.8942
H -6.8276 11.2031 -7.3427
H -6.6652 9.4934 -6.5701
H -7.1850 9.8107 -8.2399
C -0.7824 10.1695 8.0642
C 0.5518 9.5509 7.8279
O 1.5685 9.9414 8.3972
N 0.8000 8.4685 6.7612
H -0.0473 7.9396 6.6111
H 1.0387 8.7929 5.8350
C 1.8669 7.4732 7.1493
H -1.3331 9.4939 8.7186
H -1.4330 10.1782 7.1897
H -0.6158 11.0441 8.6931
H 1.5202 7.0001 8.0681
H 2.8717 7.8875 7.2328
H 1.7474 6.8559 6.2590
C -0.0980 0.9091 0.4173
C -0.0370 0.0855 -0.8887
C -0.8294 -1.1677 -0.6246
C -2.3793 -1.0574 -0.6994
C -2.9138 0.2258 -1.4040
C -2.0048 0.4981 -2.6342
N -0.6431 0.8196 -2.1011
O 0.2162 1.4416 -2.9686
C -2.5716 1.8179 -3.2236
C -1.9976 -0.6645 -3.6200
C 1.4175 -0.3767 -1.1492
H 0.2697 1.9219 0.2528
H 0.4228 0.4722 1.2694
H -1.1322 0.9895 0.7519
H -0.6419 -1.6243 0.3472
H -0.6634 -1.8687 -1.4426
H -2.7733 -0.8679 0.2990
H -2.8354 -1.9239 -1.1782
H -2.8190 1.0600 -0.7088
H -3.9562 0.1114 -1.7013
H -2.2049 1.9509 -4.2414
H -2.2153 2.6182 -2.5751
H -3.6584 1.8658 -3.1553
H -1.5349 -1.6103 -3.3385
H -1.5238 -0.2727 -4.5201
H -2.9761 -1.0025 -3.9611
H 2.2217 0.3588 -1.1367
H 1.5738 -0.8765 -2.1052
H 1.6999 -1.0779 -0.3639
C 2.1972 -5.0210 7.8686
C 1.5741 -4.5545 9.1438
C 0.7614 -5.6719 9.8930
N 0.3806 -5.2693 11.2658
C -0.0167 -6.5167 12.0964
C -0.8234 -4.2470 11.2302
C -0.6502 -3.3267 12.4734
C 0.8829 -3.0905 12.3456
C 1.4054 -4.4936 12.1291
H 1.5720 -5.5978 7.1870
H 3.0382 -5.5802 8.2786
H 2.7389 -4.1771 7.4414
H 0.8105 -3.8057 8.9333
H 2.2586 -4.1321 9.8795
H 1.3648 -6.5411 10.1549
H -0.2466 -5.9597 9.5944
H -0.7518 -7.0362 11.4817
H -0.4541 -6.3142 13.0740
H 0.8145 -7.1596 12.3861
H -1.7210 -4.8627 11.1716
H -0.7379 -3.6380 10.3303
H -1.0255 -3.7753 13.3933
H -1.2319 -2.4943 12.0774
H 1.3036 -2.6687 13.2584
H 1.0821 -2.4653 11.4752
H 1.5091 -5.0432 13.0647
H 2.4529 -4.3640 11.8572
N -3.4901 4.8383 6.4574
S -4.9408 4.8997 6.0784
O -5.8693 5.5901 6.9815
O -5.5144 3.8053 5.3132
F -4.8400 6.0521 4.9970
S -3.6050 3.3199 7.2424
O -3.2599 2.0538 6.5090
O -4.4681 3.1741 8.3694
F -2.2229 3.4437 8.0280
N 8.8308 -5.9280 -3.8804
S 9.5246 -4.6491 -3.5768
O 10.7116 -4.6985 -2.6424
O 8.7738 -3.4286 -3.7588
F 10.3638 -4.6708 -4.9766
S 8.1944 -6.3642 -2.3512
O 7.9950 -5.3187 -1.3213
O 8.6541 -7.6784 -1.9904
F 6.6597 -6.6492 -2.8240
N 8.7382 2.7064 7.4197
S 9.8879 2.9474 6.5803
O 9.6910 3.9074 5.4659
O 10.9212 1.9035 6.4882
F 10.5614 3.9751 7.6538
S 8.1083 1.3755 6.6857
O 8.7464 0.0729 6.6961
O 7.2217 1.6442 5.6515
F 6.9386 1.1723 7.8935
N 1.4835 -9.5586 -6.3226
S 0.1025 -8.7683 -5.6589
O -0.5583 -9.2847 -4.4408
O -0.8467 -8.1326 -6.5449
F 0.9987 -7.5367 -5.1863
S 0.8765 -10.9233 -6.2918
O -0.4878 -11.1055 -6.9536
O 1.2421 -11.7723 -5.1687
F 1.8364 -11.5779 -7.3715
N -3.0932 -10.1199 4.5609
S -4.2154 -11.2892 4.8513
O -3.7411 -12.6519 4.9474
O -5.6350 -11.1112 4.5200
F -4.2938 -10.9985 6.3985
S -3.4843 -9.9951 3.1339
O -4.5449 -9.0517 2.8314
O -3.3814 -11.2064 2.3010
F -2.2456 -8.9781 2.6952
N 1.1903 10.0588 0.8151
S 2.3220 9.4663 -0.3912
O 3.3627 10.4349 -0.7544
O 1.8545 8.4263 -1.3353
F 3.0744 8.5380 0.6860
S 0.0739 10.4180 -0.1055
O -1.0611 9.5165 -0.4312
O 0.3947 11.3394 -1.2053
F -0.5646 11.5459 0.8187
N 5.4416 5.9194 -9.5303
S 5.7259 6.4299 -7.9304
O 6.0863 5.6075 -6.7739
O 4.9121 7.6172 -7.6016
F 7.2329 7.0564 -8.3221
S 4.6626 4.7231 -9.0185
O 3.3118 4.9425 -8.5096
O 5.3290 3.5719 -8.4459
F 4.2419 4.0648 -10.4143
N -5.3221 4.8397 -10.3515
S -6.5174 3.9636 -10.3854
O -6.4116 2.5926 -9.9206
O -7.5660 4.2141 -11.3639
F -7.2144 4.5032 -9.0292
S -4.5141 3.9049 -11.5348
O -5.1361 3.7713 -12.8394
O -3.7019 2.8328 -11.0277
F -3.4709 5.0753 -11.8943
N -13.4616 -3.5429 -4.0004
S -11.9552 -3.2880 -3.9031
O -11.1324 -4.4714 -4.1279
O -11.4217 -2.1494 -3.1166
F -11.8784 -2.5463 -5.3026
S -13.6572 -3.9574 -2.4335
O -13.7982 -2.8607 -1.5166
O -12.9458 -5.1843 -2.0482
F -15.1301 -4.5601 -2.5170

Atoms 1-6, force components in eV/Å:
C 0.1781 0.5957 0.4839
C -1.1110 1.2502 -5.6521
O 0.7820 -1.1096 5.5770
N 0.5251 1.0088 -1.5013
H -0.1909 0.5599 0.8276
H -0.6588 -0.3815 0.0760

=====

2.
Here is a 2-piece molecular cluster, C9H15FN4 overall from the Open Molecules 2025 dataset. Energies are from wB97M-V/def2-TZVPD.

Summary:
LUMO, Eh: -0.2785
Net charge: +2
Energy relative to the best compared isomer or geometry (same formula, charge and spin), kJ/mol: 58.5
HOMO level, eV: -16.2

Positions of all 29 atoms, in Å:
C -3.5648 1.2951 -0.1415
C -2.5049 1.7341 0.6150
C -2.5418 -0.8598 -0.3780
C -3.5322 0.0385 -0.7201
C -1.3895 0.9042 0.8064
C -0.3112 -1.2174 0.5070
C 3.1970 0.7587 0.2770
C 2.2998 0.0926 -2.0058
C 2.1384 -1.3430 -0.2054
N -0.5800 -2.3748 1.0232
N -1.4677 -0.3966 0.4271
N -0.3266 1.3609 1.4500
N 2.5653 -0.2144 -0.6308
F -4.6280 -0.3572 -1.3344
H -4.5099 1.9505 -0.2829
H -2.4190 2.7276 1.0865
H -2.6733 -1.9181 -0.7566
H 4.2571 1.0607 0.2558
H 2.7604 1.7665 0.3019
H 3.1715 0.4399 1.2587
H 1.7410 -0.5994 -2.5822
H 1.9722 1.1375 -2.0120
H 3.2082 0.1986 -2.4531
H 1.5529 -2.0086 -0.8920
H 2.5084 -1.7424 0.7735
H -1.5225 -2.7051 1.3555
H -0.1945 2.3349 1.6606
H 0.6076 0.9442 1.4511
H 0.1861 -3.0078 1.1457

Atoms 1-6, force components in eV/Å:
C -1.1179 2.7467 0.5450
C -0.2703 0.4684 -0.1449
C -1.0365 0.2485 -0.4813
C 0.3468 -1.5437 1.1855
C -0.5732 -0.1696 -0.1809
C 0.2545 -0.3701 1.0488

=====

3.
Here is one molecule with the formula C4H9NO2 from the Open Molecules 2025 dataset. Energies are from wB97M-V/def2-TZVPD.

Summary:
LUMO, Eh: 0.0300
Structure (SMILES): NC(=O)CCCO
Net charge: 0
Energy relative to the best compared isomer or geometry (same formula, charge and spin), kJ/mol: 107.0
HOMO level, eV: -10.1

Positions of all 16 atoms, in Å:
N -1.3297 1.2920 -0.4850
C 0.0788 1.5966 -0.5020
O 0.4843 2.7331 -0.5664
C 0.9946 0.3949 -0.5575
C 0.9556 -0.5867 0.6283
C -0.0951 -1.6936 0.5378
O -1.4163 -1.2551 0.7463
H -1.8094 2.0330 -0.9842
H -1.6714 1.3508 0.4722
H 0.7450 -0.1616 -1.4731
H 1.9986 0.8048 -0.6794
H 1.9392 -1.0687 0.6739
H 0.8438 -0.0458 1.5755
H 0.0048 -2.2040 -0.4372
H 0.1145 -2.4351 1.3163
H -1.6125 -0.6116 0.0474

Atoms 1-6, force components in eV/Å:
N -0.0589 0.1839 0.0225
C 0.1246 0.2448 -0.0902
O -0.2045 -0.5123 -0.1105
C 0.1387 0.0375 -0.0649
C 0.0391 0.0122 0.0967
C 0.3981 -0.1480 0.0313

=====

4.
Here is one molecule with the formula C5H7NO from the Open Molecules 2025 dataset. Energies are from wB97M-V/def2-TZVPD.

Summary:
LUMO (spin up / spin down), Eh: -0.0519 / -0.0148
Net charge: 0
Energy relative to the best compared isomer or geometry (same formula, charge and spin), kJ/mol: 447.2
HOMO level (spin up / spin down), eV: -8.5 / -8.5

Positions of all 14 atoms, in Å:
C 1.7532 0.8338 -0.4166
C 0.6552 0.5214 0.6404
C 0.6341 1.4933 1.5905
O -2.0923 0.4956 0.0256
C -1.4551 -0.5519 0.0155
N -2.0001 -1.7359 -0.4235
C -0.0190 -0.6121 0.2740
H 2.1962 -0.1008 -0.7661
H 2.5321 1.5282 -0.1136
H 1.1763 1.2597 -1.2470
H 0.6551 2.5589 1.3523
H -2.9993 -1.7287 -0.5434
H -1.5817 -2.5995 -0.1162
H 0.5454 -1.3619 -0.2718

Atoms 1-6, force components in eV/Å:
C -0.0521 0.0634 -0.3153
C 1.3152 1.6088 0.5351
C -0.9195 -0.6463 -0.7235
O 0.1381 -0.4377 0.2356
C -0.3495 0.1347 -0.0242
N -0.1168 -0.0187 0.1649

=====

5.
Here is C15H20Cl2IrN2Se as an isolated structure from the Open Molecules 2025 dataset. Energies are from wB97M-V/def2-TZVPD.

Summary:
Multiplicity: 5
LUMO (spin up / spin down), Eh: 0.0975 / 0.0959
Net charge: -1
Energy relative to the best compared isomer or geometry (same formula, charge and spin), kJ/mol: 0.0
<S²>: 6.04
HOMO level (spin up / spin down), eV: -1.5 / -4.1

Positions of all 41 atoms, in Å:
Ir 0.1221 -0.2335 -1.3227
Cl 0.3497 -2.4936 -1.7715
Cl 1.0678 1.7020 -0.4925
C 2.6524 -0.5189 -2.8858
H 3.1400 0.0726 -2.1211
H 3.1474 -1.3691 -3.3508
C -1.5597 0.4369 -1.8163
C 1.4439 -0.1026 -3.3982
H -2.4847 0.4971 -1.2022
C 0.8646 -0.7976 -4.6221
H 1.0469 0.8963 -3.1377
C -0.4048 -0.1067 -5.1458
H 1.6168 -0.8389 -5.4318
H 0.6700 -1.8586 -4.3811
C -1.5889 -0.2652 -4.2053
H -0.1953 0.9562 -5.3259
H -0.6692 -0.5459 -6.1137
C -1.7364 0.9135 -3.2070
H -2.5020 -0.2993 -4.8088
H -1.5260 -1.2311 -3.6827
H -0.9893 1.7107 -3.3177
H -2.7456 1.3365 -3.2909
C 1.3466 -1.6580 2.5556
N 0.2861 -0.7308 2.8644
C -0.8232 -0.5265 2.1095
Se -1.2127 -1.2752 0.4716
N -1.5903 0.3926 2.7805
C -0.9234 0.7922 3.9621
C -1.2985 1.6424 5.0063
C -0.4420 1.7640 6.1111
C 0.7525 1.0305 6.1617
C 1.1165 0.1656 5.1142
C 0.2518 0.0794 4.0140
H 2.2830 -1.0871 2.5059
H 1.0849 -2.1335 1.5986
H 1.3944 -2.3739 3.3872
H -2.4566 0.7460 2.4203
H -2.2391 2.1765 4.9066
H -0.6680 2.4227 6.9456
H 1.3951 1.1532 7.0279
H 2.0234 -0.4408 5.0884

Atoms 1-6, force components in eV/Å:
Ir 3.0398 -1.5295 0.8223
Cl 0.4238 -2.3382 -0.5418
Cl 0.8665 1.4770 0.8130
C -1.3532 1.0566 -0.7041
H 0.0739 -0.1895 0.0459
H -0.0815 -0.0458 0.4403

=====

6.
Here is C3H6N3 as an isolated structure from the Open Molecules 2025 dataset. Energies are from wB97M-V/def2-TZVPD.

Summary:
LUMO, Eh: -0.1264
Net charge: +1
Energy relative to the best compared isomer or geometry (same formula, charge and spin), kJ/mol: 153.1
HOMO level, eV: -15.1

Positions of all 12 atoms, in Å:
C -2.2758 0.2186 -0.0758
C -0.9295 -0.0706 0.1685
C 2.8606 -0.0289 0.0547
N 2.8367 0.9947 -0.5012
N 2.4730 -0.9463 0.7719
N 0.1343 -0.4813 0.2020
H -2.8851 -0.3282 0.6696
H -2.4840 1.3858 0.2151
H 3.3260 1.2329 -1.2973
H 3.0587 -1.5616 1.3116
H -2.6087 0.1438 -1.1326
H 1.1288 -0.8177 0.6593

Atoms 1-6, force components in eV/Å:
C -2.6662 3.8202 1.0486
C 0.8739 -0.9149 -0.9924
C -0.3247 -1.2020 1.5443
N 0.1426 1.7868 0.1986
N 0.0293 -1.4489 0.6008
N -0.9997 0.4801 0.7226

=====

| no. | energy (eV) |
| --- | --- |
| 1 | -374615.230 |
| 2 | -18234.982 |
| 3 | -9878.952 |
| 4 | -8831.568 |
| 5 | -112087.361 |
| 6 | -7669.789 |